1.
DFT (wB97M-V/def2-TZVPD) results for a 4-piece molecular cluster, C23H25FO14P overall at a distorted geometry.

Its total charge is -1. The value obtained for the electronic energy is -64921.717 eV. As for the spin multiplicity: 1.

Cartesian coordinates (Å):
C  3.07536  -1.76945  -0.76392
C  1.54882  -1.99316  -0.21295
C  0.53413  -2.75665  -1.24769
F  0.89907  -2.65923  -2.67946
C  -1.04643  -2.24664  -1.14178
C  -1.34809  -0.64048  -0.96320
O  -2.84195  -0.57953  -1.07908
P  -3.47108  -2.15513  -0.55518
O  -1.93524  -2.96135  -0.18618
H  3.36957  -0.64058  -0.51058
H  3.21458  -1.88223  -1.91977
H  3.88347  -2.45800  -0.25015
H  1.64271  -2.70220  0.74286
H  1.16816  -0.96329  0.19458
H  0.50659  -3.90446  -0.92165
H  -1.39871  -2.42704  -2.26808
H  -1.18754  -0.18532  0.12883
H  -0.91393  0.10711  -1.78619
H  -4.75523  -1.56947  -0.88907
H  -3.67037  -1.58983  0.75517
H  -4.03174  -3.39102  0.00129
H  -3.52231  -2.73246  -1.88252
C  6.65569  2.58387  2.71312
C  5.88338  1.54347  2.39406
C  5.62868  1.17590  0.97361
O  4.93003  0.20315  0.71160
C  6.23320  2.01351  -0.07404
C  7.00265  3.05593  0.24524
C  7.27950  3.40655  1.66530
O  8.00570  4.35951  1.92735
O  7.57169  3.84896  -0.73429
O  5.29151  0.76718  3.37344
H  6.85102  2.86091  3.74144
H  6.02548  1.74594  -1.10214
H  8.08271  4.53426  -0.25085
H  4.78549  0.07836  2.88997
C  1.19814  4.31447  2.07936
C  2.33962  3.73181  1.70754
C  3.47470  4.52931  1.16602
O  4.51804  3.96819  0.85045
C  3.29102  5.98229  1.02563
C  2.14820  6.56429  1.39427
C  1.02382  5.77034  1.96132
O  -0.00757  6.33602  2.30829
O  1.96786  7.92896  1.26254
O  2.50985  2.36360  1.81308
H  0.36588  3.74716  2.47664
H  4.11732  6.54761  0.61407
H  1.06214  8.10600  1.59842
H  3.41770  2.18743  1.48285
C  -7.83954  -3.40752  -0.63241
C  -8.84171  -3.32606  -1.50976
C  -9.03607  -4.36307  -2.56070
O  -9.97724  -4.27123  -3.34094
C  -8.07034  -5.47129  -2.62231
C  -7.06623  -5.55070  -1.74704
C  -6.88839  -4.52867  -0.67935
O  -5.96657  -4.63857  0.12210
O  -6.15343  -6.58805  -1.80091
O  -9.73812  -2.27379  -1.47351
H  -7.68786  -2.66199  0.13797
H  -8.21278  -6.20845  -3.40208
H  -5.52662  -6.42253  -1.06321
H  -10.36837  -2.44261  -2.20738

---

2.
DFT (wB97M-V/def2-TZVPD) results for one molecule with the formula C14H10Br2N2O4 at a distorted geometry.

Its total charge is 0. The value obtained for the electronic energy is -165933.014 eV. The structure (SMILES) is Nc1cc(Br)c(O)c2c1C(=O)[C@H]1C(=O)[C@H](N)C(Br)=CC1=C2O. As for the spin multiplicity: 1.

Cartesian coordinates (Å):
N  -1.36225  -2.59262  -0.42687
C  -0.02958  -2.26727  -0.26664
C  0.96996  -3.24840  -0.55847
C  2.32600  -2.93330  -0.43527
Br  3.67501  -4.22702  -0.93357
C  2.62734  -1.63625  -0.01696
O  3.93128  -1.32797  0.00928
C  1.61220  -0.77026  0.46375
C  0.27643  -1.04565  0.36124
C  -0.66643  -0.01470  0.64319
O  -1.82832  -0.28548  0.97276
C  -0.29831  1.43993  0.23935
C  -1.26728  2.53295  0.71149
O  -2.40352  2.58373  0.25556
C  -0.82836  3.62686  1.71692
N  -1.91326  4.77361  1.80880
C  0.56693  4.07692  1.31678
Br  0.92842  5.99692  1.58325
C  1.58093  3.12595  1.01367
C  1.14687  1.71334  0.80550
C  1.98195  0.65792  0.99576
O  3.29800  0.81110  1.52255
H  -2.06479  -1.94130  0.04370
H  -1.44827  -3.62509  -0.44663
H  0.74768  -4.21363  -0.93927
H  4.49194  -1.96042  -0.52166
H  -0.20140  1.45580  -0.79764
H  -0.70996  3.09748  2.70493
H  -1.86205  5.42897  1.04634
H  -2.81350  4.29040  1.92111
H  2.64745  3.39288  1.02889
H  3.82254  0.01822  1.11184

---

3.
DFT (wB97M-V/def2-TZVPD) results for C3H5NO2 as an isolated structure at a distorted geometry.

Its total charge is 0. The value obtained for the electronic energy is -8773.829 eV. As for the spin multiplicity: 1.

Cartesian coordinates (Å):
C  0.79044  -1.28464  0.79362
N  0.25291  -0.29617  -0.10814
C  -0.60486  0.65144  0.24939
O  -1.09607  0.85097  1.35551
C  -0.90199  1.66339  -1.40767
O  -0.29161  1.26418  -2.34535
H  0.34459  -1.10453  1.77453
H  0.53504  -2.29563  0.46106
H  1.87845  -1.19220  0.86922
H  0.53567  -0.26669  -1.07974
H  -1.44257  2.00988  -0.56244